Entry from the Open Molecules 2025 dataset: a structure of composition C29H48B2InN2O7 at a distorted geometry (the ωB97M-V functional and the def2-TZVPD basis).

Structure (ORCA input):
```
! wB97M-V def2-TZVPD RIJCOSX def2/J DEFGRID3
* xyz 3 1
C -1.16391 -6.74114 -1.30393
C -1.07751 -6.43479 0.27239
O 0.00242 -5.50541 0.59977
C -0.49425 -4.10503 0.57535
O -0.95372 -3.86552 1.89087
C -1.55028 -2.62036 2.23317
B -2.50918 -1.87914 1.15342
O -3.91089 -1.67589 1.46791
O -2.09845 -1.39200 -0.16030
C -0.52632 -1.49912 2.86817
C 0.32488 -2.33276 3.99340
C 1.38709 -1.43233 4.77170
O 1.33734 -1.22458 6.01554
C 2.59219 -0.82081 3.87906
C 3.26688 -1.83136 2.87216
C 4.41740 -1.41971 1.89337
C 4.87178 0.06454 1.97415
C 4.22715 1.06030 3.00252
C 3.06451 0.64652 3.97708
N -1.23367 -0.43135 3.61441
C -1.20350 0.90920 2.96205
C -0.83409 2.11735 3.95319
C -0.97551 3.58665 3.25436
C -2.44986 3.88486 2.68056
C -2.50514 4.14252 1.07671
C -1.61062 3.13445 0.21320
C -1.73704 3.36208 -1.38440
C -0.72785 2.31914 -2.13182
C 0.59189 3.05442 -2.67676
C 0.40824 3.86125 -4.05846
C -0.84976 3.41874 -4.94457
C -0.70838 1.95791 -5.61717
N 0.68126 1.41942 -5.56984
C 1.83712 1.78289 -6.35424
C 2.99454 0.89174 -5.79494
C 2.44695 -0.02220 -4.66992
C 0.92515 0.37631 -4.59934
B 0.84919 -3.25015 0.10512
O 2.14755 -3.75636 0.48463
O 0.80465 -2.04717 -0.69102
H -0.11316 -6.61704 -1.78772
H -1.87280 -5.97189 -1.76531
H -1.53638 -7.80683 -1.51532
H -2.05064 -6.07025 0.74324
H -0.79799 -7.43568 0.77972
H -1.29878 -4.14480 -0.26139
H -2.24879 -2.84430 3.13541
H -4.35436 -1.45052 0.61044
H -1.48160 -0.62473 -0.06368
H 0.22931 -1.10571 2.10750
H -0.39507 -2.81428 4.75935
H 0.90491 -3.21222 3.53289
H 2.91026 -2.91027 2.84638
H 4.85148 -2.18235 1.15811
H 5.69751 0.39112 1.25517
H 4.59811 2.13323 3.06750
H 2.58762 1.35674 4.72463
H -2.18583 -0.73250 3.86512
H -0.54380 0.95456 2.03012
H -2.28400 1.11495 2.58630
H 0.29858 2.01994 4.18212
H -1.38817 2.07932 4.94927
H -0.80402 4.34415 4.11356
H -0.12976 3.78778 2.50406
H -3.15082 3.05655 3.03599
H -2.82582 4.86338 3.16395
H -3.60489 3.95014 0.76626
H -2.31060 5.24832 0.86130
H -2.03031 2.07061 0.41237
H -0.49570 3.15340 0.46298
H -1.40952 4.45555 -1.56752
H -2.81921 3.21908 -1.72519
H -1.26242 1.65095 -2.89104
H -0.37318 1.60589 -1.28634
H 0.87222 3.84371 -1.87631
H 1.46430 2.30967 -2.69226
H 1.41277 3.81848 -4.62724
H 0.25853 4.96891 -3.78313
H -0.92334 4.17238 -5.81270
H -1.83863 3.49570 -4.36318
H -1.47663 1.25986 -5.11000
H -1.08429 2.06585 -6.70382
H 1.79636 2.56437 -7.17826
H 4.08159 0.90787 -6.15703
H 3.01878 -0.78730 -4.04972
H 0.14187 -0.05948 -3.89949
H 2.53024 -4.22883 -0.29588
H 0.36014 -2.24670 -1.55255
In 1.01767 -5.31987 -2.51623
*
```

Output
**Total energy**: -54651.9616 eV

---

Entry from the Open Molecules 2025 dataset: a structure of composition C29H48BrN3P2PdS at a distorted geometry (the ωB97M-V functional and the def2-TZVPD basis).

Structure (ORCA input):
```
! wB97M-V def2-TZVPD RIJCOSX def2/J DEFGRID3
* xyz 0 1
N -5.14272 -1.27694 3.53256
C -4.47532 -0.29499 4.16015
C -4.09216 0.89267 3.51921
C -4.39787 0.97827 2.12071
C -5.23873 -0.00093 1.52841
C -5.56606 -1.13448 2.28254
C -3.75356 1.91595 1.23983
Pd 0.69210 0.46559 -0.91977
P 2.90193 0.67379 -1.85708
C -4.13735 2.05674 -0.08454
C -3.12173 2.50744 -1.00674
C -2.92344 1.91333 -2.28761
C -1.62312 1.83119 -2.80127
C -0.53199 2.28672 -1.97892
C -0.83223 3.26274 -0.96957
C -2.12751 3.36718 -0.48478
Br 1.17573 2.69939 -2.99987
H -2.99130 2.57111 1.69740
H -5.06587 1.64832 -0.49063
H -3.57433 1.67959 4.08294
H -5.57111 0.05607 0.50167
H -4.25475 -0.45695 5.22450
H -6.17554 -1.92917 1.86011
H -3.77693 1.45034 -2.79690
H -2.36280 3.97665 0.39006
H -1.43266 1.38542 -3.77543
H -0.04942 3.84784 -0.51407
P -0.16951 -1.71117 -0.88226
C 3.43190 2.32788 -1.10617
C 4.60012 3.10159 -1.75437
H 3.63911 2.09468 -0.04090
H 2.54401 2.99759 -1.10024
H 4.78836 3.98428 -1.11806
H 5.52946 2.49810 -1.77710
H 4.38444 3.48713 -2.77565
C 2.60615 0.07877 -3.61669
C 3.70461 0.62338 -4.51835
H 1.60241 0.40516 -3.96243
H 2.57990 -1.03789 -3.60965
H 3.29136 0.83844 -5.51911
H 4.17976 1.54970 -4.15671
H 4.49233 -0.13799 -4.66441
C 4.28232 -0.43044 -1.42532
C 5.67707 0.12632 -1.72573
H 4.11719 -1.35546 -1.99212
H 4.17691 -0.66685 -0.35574
H 6.39418 -0.70595 -1.78901
H 5.73278 0.65783 -2.68818
H 6.03230 0.78853 -0.92350
C 0.49740 -3.21535 -0.01690
C 1.90359 -3.66083 -0.38995
H -0.22670 -4.02453 -0.24096
H 0.44283 -3.02090 1.07090
H 2.04280 -4.69174 -0.03189
H 2.06546 -3.65240 -1.47664
H 2.65362 -3.02866 0.10378
C -0.19337 -2.37900 -2.59449
C -1.16330 -1.67287 -3.52131
H -0.43389 -3.44802 -2.52630
H 0.83438 -2.30847 -2.97510
H -1.03839 -2.04521 -4.54546
H -2.20439 -1.86054 -3.24263
H -1.01433 -0.59011 -3.53310
C -1.93113 -1.67930 -0.32079
C -2.22382 -2.23218 1.07566
H -2.50482 -2.25551 -1.06501
H -2.25346 -0.62551 -0.38073
H -3.30869 -2.35309 1.21482
H -1.78212 -3.22037 1.26253
H -1.87156 -1.54128 1.85642
S 1.69346 -0.37078 1.27956
C 0.76527 -0.23344 2.73292
N -0.00631 -1.23298 3.21603
C -0.55427 -1.28008 4.59532
C -0.67887 0.13146 5.15114
C 0.60258 0.89376 4.92183
N 0.91016 0.86576 3.48606
H 0.08636 -2.11387 2.72542
H 0.12744 -1.88972 5.21586
H -1.53905 -1.77629 4.56444
H -0.92665 0.09526 6.22602
H -1.51531 0.65217 4.65519
H 1.43593 0.45116 5.48503
H 0.49611 1.94292 5.20588
H 1.64463 1.48403 3.14518
*
```

Output
**Total energy**: -138254.0475 eV
**Energy relative to the best compared isomer or geometry (same formula, charge and spin)**: 0.0 kcal/mol